1.
{"formula": "C15H29MgN6O2Te", "method": "wB97M-V/def2-TZVPD", "species": ["Mg", "N", "C", "C", "C", "C", "N", "C", "N", "N", "C", "O", "O", "H", "H", "H", "H", "H", "H", "H", "H", "H", "H", "H", "H", "H", "H", "N", "C", "C", "C", "N", "H", "H", "H", "H", "H", "H", "H", "H", "H", "H", "Te", "C", "C", "C", "C", "C", "C", "H", "H", "H", "H", "H"], "xyz": [[-1.179, 0.970, 0.541], [1.057, 1.106, -0.449], [1.682, 1.467, 0.898], [3.132, 1.951, 0.907], [4.212, 1.029, 0.313], [4.294, -0.373, 0.918], [3.411, -1.358, 0.273], [3.698, -2.006, -0.828], [4.895, -1.836, -1.401], [2.786, -2.811, -1.384], [0.677, 2.536, 1.374], [0.852, 3.690, 0.943], [-0.430, 2.041, 1.965], [1.553, 0.383, -0.924], [1.156, 1.944, -1.015], [1.549, 0.600, 1.538], [3.409, 2.161, 1.951], [3.159, 2.911, 0.393], [5.182, 1.502, 0.469], [4.101, 0.954, -0.776], [4.009, -0.353, 1.967], [5.311, -0.759, 0.905], [2.542, -1.544, 0.635], [5.602, -1.294, -0.943], [5.174, -2.399, -2.182], [1.886, -2.908, -0.944], [3.005, -3.386, -2.167], [-3.305, 0.839, 1.062], [-3.881, 2.171, 1.517], [-3.899, 3.169, 0.370], [-2.533, 3.719, -0.017], [-1.674, 2.689, -0.749], [-3.909, 0.422, 0.370], [-3.294, 0.173, 1.826], [-3.249, 2.549, 2.321], [-4.868, 2.044, 1.923], [-4.535, 4.006, 0.654], [-4.383, 2.711, -0.507], [-1.980, 4.014, 0.869], [-2.647, 4.593, -0.621], [-0.754, 3.120, -0.887], [-2.041, 2.534, -1.672], [-0.736, -1.594, 1.436], [-1.801, -2.812, 0.064], [-1.959, -2.430, -1.285], [-2.683, -3.233, -2.175], [-3.241, -4.433, -1.737], [-3.086, -4.825, -0.408], [-2.373, -4.026, 0.494], [-1.509, -1.521, -1.647], [-2.799, -2.926, -3.213], [-3.799, -5.060, -2.429], [-3.526, -5.761, -0.065], [-2.265, -4.347, 1.530]], "forces_ev_per_a": [[-0.4, -0.2, -0.2], [0.0, 1.2, 1.2], [-0.2, -0.4, -0.3], [0.0, 0.0, 0.0], [-0.2, 0.1, -0.2], [-0.4, 0.0, 0.1], [2.1, 0.8, -0.6], [0.4, -0.2, -0.5], [-0.2, -0.2, -0.2], [0.2, 0.4, 0.4], [-1.7, 0.7, 0.0], [-0.5, -1.5, 1.0], [2.6, 1.3, -1.2], [0.3, -0.7, -0.2], [0.1, 0.0, -0.2], [0.0, -0.3, 0.1], [-0.2, 0.0, -0.2], [0.1, 0.1, 0.0], [0.0, 0.1, 0.0], [0.0, -0.1, 0.1], [0.0, 0.0, 0.1], [0.1, 0.0, 0.0], [-2.6, -0.3, 1.4], [0.1, 0.0, 0.0], [0.0, 0.0, -0.1], [-0.2, -0.1, 0.0], [0.0, -0.2, -0.3], [0.0, 1.1, 0.4], [0.7, -0.7, -0.5], [0.0, -0.3, -0.2], [0.4, -1.1, 0.0], [0.2, 0.7, 0.9], [-0.2, 0.0, -0.3], [0.0, 0.0, 0.2], [0.1, -0.1, 0.0], [-0.5, -0.2, 0.1], [0.0, 0.1, 0.0], [0.0, 0.1, 0.1], [0.2, -0.1, 0.1], [-0.1, 0.6, -0.6], [-0.4, 0.0, 0.1], [-0.3, 0.0, -0.4], [0.4, -0.4, -0.1], [-0.3, -0.3, -0.4], [-0.4, -0.8, 0.4], [0.2, 0.0, 0.3], [0.0, 0.1, 0.1], [0.2, 0.2, 0.1], [0.0, 0.3, -0.5], [0.1, 0.3, 0.0], [0.0, 0.0, 0.2], [0.1, 0.1, 0.1], [0.1, 0.2, -0.1], [0.0, 0.1, -0.2]], "mulliken_charge": [1.27, -0.56, 0.93, -1.10, -0.50, -1.34, 0.00, 0.85, -0.33, -0.34, -0.14, -0.64, -0.76, 0.16, 0.30, 0.07, 0.39, 0.37, 0.39, 0.42, 0.50, 0.48, 0.07, 0.18, 0.21, 0.12, 0.20, -0.56, -0.61, -0.70, -0.53, -0.62, 0.23, 0.29, 0.34, 0.45, 0.37, 0.27, 0.31, 0.50, 0.26, 0.26, -0.13, 0.07, -0.34, -0.53, -0.42, -0.48, -0.44, 0.39, 0.37, 0.37, 0.36, 0.36], "energy_ha": -1536.05737, "total_charge": 1, "gap_ev": 6.95, "e_homo_ev": -9.53}

2.
{"formula": "C15H29N3O3", "method": "wB97M-V/def2-TZVPD", "species": ["C", "C", "C", "C", "C", "N", "C", "C", "O", "C", "O", "N", "C", "C", "C", "C", "C", "C", "O", "N", "C", "H", "H", "H", "H", "H", "H", "H", "H", "H", "H", "H", "H", "H", "H", "H", "H", "H", "H", "H", "H", "H", "H", "H", "H", "H", "H", "H", "H", "H"], "xyz": [[4.962, 0.663, -2.076], [4.287, 0.003, -0.865], [2.764, -0.257, -1.083], [2.575, -1.364, -2.123], [2.119, -0.590, 0.288], [2.301, 0.566, 1.175], [1.878, 1.810, 1.006], [2.462, 2.765, 2.029], [1.073, 2.182, 0.163], [0.690, -1.073, 0.154], [0.458, -2.279, 0.299], [-0.323, -0.210, 0.019], [-1.770, -0.508, 0.127], [-2.528, 0.796, -0.242], [-4.048, 0.642, -0.434], [-4.669, 2.031, -0.502], [-4.411, -0.038, -1.748], [-2.209, -1.066, 1.501], [-2.909, -0.421, 2.332], [-1.810, -2.314, 1.792], [-2.102, -3.137, 2.952], [6.020, 0.843, -1.833], [4.477, 1.625, -2.311], [4.932, 0.029, -2.963], [4.430, 0.721, -0.069], [4.798, -0.951, -0.600], [2.355, 0.665, -1.470], [3.004, -1.123, -3.125], [1.501, -1.622, -2.246], [3.096, -2.271, -1.735], [2.686, -1.448, 0.698], [2.883, 0.397, 1.969], [2.569, 2.241, 2.961], [3.398, 3.199, 1.629], [1.734, 3.596, 2.168], [-0.068, 0.774, -0.064], [-1.945, -1.310, -0.612], [-2.137, 1.151, -1.194], [-2.296, 1.549, 0.503], [-4.544, 0.144, 0.412], [-5.754, 1.910, -0.480], [-4.357, 2.569, -1.436], [-4.414, 2.625, 0.371], [-4.136, -1.106, -1.686], [-5.460, 0.012, -1.946], [-3.861, 0.432, -2.559], [-1.184, -2.755, 1.149], [-3.185, -3.347, 2.991], [-1.760, -2.660, 3.876], [-1.573, -4.088, 2.836]], "forces_ev_per_a": [[0.2, -0.2, 0.1], [-0.3, -0.2, -0.6], [1.2, -0.2, -0.2], [-0.1, -0.7, 0.1], [0.6, 0.6, -1.1], [0.1, -1.9, 0.1], [-0.4, 1.4, 0.4], [-0.8, 1.0, -0.8], [0.1, -0.1, -0.4], [-1.4, -1.3, 1.1], [0.7, 0.0, -0.5], [0.1, 1.1, 0.2], [0.3, -0.1, -0.7], [-0.2, -1.3, 0.0], [-0.2, 0.7, 0.0], [0.0, 0.4, -0.3], [1.1, -1.2, 0.7], [-1.4, 1.0, 2.8], [1.4, -0.9, -2.1], [0.3, -0.6, -0.6], [-0.6, 0.4, 0.1], [-0.3, 0.1, -0.2], [0.2, -0.3, 0.1], [0.0, 0.1, 0.0], [-0.1, -0.1, 0.5], [-0.3, 0.5, -0.1], [-0.4, 0.3, 0.0], [-0.3, 0.0, 0.9], [0.7, 0.1, 0.0], [-0.4, 0.4, -0.4], [-0.4, 0.5, 0.0], [0.2, 0.0, 0.2], [0.5, 0.0, 0.5], [-0.3, -0.3, 0.4], [0.6, -0.6, -0.1], [0.0, -0.1, 0.0], [-0.3, 0.3, 0.2], [0.2, 0.0, -0.1], [-0.1, 0.1, 0.3], [0.5, -0.1, -0.2], [0.0, 0.2, -0.3], [-0.3, -0.3, 0.8], [0.2, 0.2, 0.0], [-0.1, 0.3, -0.4], [-0.7, 0.1, -0.1], [0.0, 0.0, -0.2], [0.4, 0.1, -0.5], [0.4, 0.1, 0.3], [-0.3, -0.1, -0.1], [-0.1, 0.3, 0.0]], "mulliken_charge": [-1.32, -0.40, 0.13, -1.37, -0.03, -0.13, 0.81, -1.28, -0.73, -0.07, -0.81, 0.10, 0.03, -1.60, 0.73, -1.64, -1.52, 0.33, -0.71, -0.01, -1.00, 0.39, 0.32, 0.33, 0.32, 0.33, 0.34, 0.39, 0.33, 0.33, 0.52, 0.27, 0.41, 0.26, 0.35, 0.38, 0.26, 0.57, 0.51, 0.37, 0.46, 0.29, 0.40, 0.33, 0.49, 0.32, 0.28, 0.29, 0.30, 0.36], "energy_ha": -979.00470, "smiles": "CC[C@@H](C)[C@@H](NC(C)=O)C(=O)N[C@H](CC(C)C)C(=O)NC", "total_charge": 0, "gap_ev": 9.58, "e_homo_ev": -9.05}

3.
{"formula": "C15H30AlINTl", "method": "wB97M-V/def2-TZVPD", "species": ["C", "C", "C", "C", "C", "Al", "C", "C", "C", "C", "C", "C", "I", "N", "C", "C", "C", "C", "H", "H", "H", "H", "H", "H", "H", "H", "H", "H", "H", "H", "H", "H", "H", "H", "H", "H", "H", "H", "H", "H", "H", "H", "H", "H", "H", "H", "H", "H", "Tl"], "xyz": [[4.961, -1.430, 2.939], [4.639, -0.708, 2.059], [4.319, 0.125, 0.912], [2.812, 0.494, 0.838], [2.336, 0.706, -0.598], [0.340, 0.854, -0.842], [-0.205, -0.348, -2.504], [0.687, -1.559, -2.679], [0.901, -2.442, -1.434], [-0.411, 2.716, -1.389], [-0.806, 3.595, -0.251], [-2.213, 3.400, 0.302], [0.579, 3.566, 1.373], [-0.617, 0.153, 0.623], [-2.012, -0.083, 0.382], [-2.327, -1.624, 0.428], [-3.694, -1.847, 1.099], [-3.569, -2.207, 2.574], [5.309, -2.028, 3.749], [4.876, 1.055, 1.027], [4.672, -0.332, -0.013], [2.717, 1.411, 1.405], [2.223, -0.280, 1.321], [2.809, 1.588, -1.048], [2.715, -0.161, -1.163], [-0.125, 0.309, -3.369], [-1.238, -0.657, -2.387], [0.189, -2.164, -3.441], [1.665, -1.317, -3.126], [1.966, -2.593, -1.264], [0.465, -3.425, -1.548], [0.514, -1.970, -0.536], [0.346, 3.163, -2.031], [-1.299, 2.516, -1.987], [-0.739, 4.616, -0.648], [-2.547, 4.348, 0.716], [-2.923, 3.130, -0.473], [-2.217, 2.704, 1.132], [-0.494, 0.720, 1.470], [-2.310, 0.323, -0.591], [-2.626, 0.401, 1.132], [-1.545, -2.105, 1.003], [-2.384, -2.025, -0.578], [-4.297, -0.944, 1.030], [-4.247, -2.614, 0.565], [-3.342, -1.342, 3.191], [-2.808, -2.967, 2.727], [-4.508, -2.618, 2.933], [3.459, -0.103, -3.032]], "forces_ev_per_a": [[0.5, -0.9, 1.3], [-0.2, 0.6, -1.3], [-0.3, 0.5, 0.4], [0.7, -0.1, -0.3], [-0.7, 0.4, 0.2], [1.4, -1.4, 0.4], [0.2, 0.2, -0.7], [-0.1, -0.4, 0.7], [0.4, 0.2, -0.2], [-1.4, 0.7, -0.2], [-0.4, -0.3, 0.1], [0.3, 0.5, 0.2], [0.1, 0.2, 0.0], [-0.6, 2.5, -1.2], [0.0, -0.2, 0.5], [-0.7, 0.2, -0.1], [0.1, 0.2, 0.5], [-0.2, -0.1, -0.2], [-0.1, 0.0, 0.0], [0.1, 0.1, -0.2], [0.0, -0.3, -0.1], [-0.4, 0.1, 0.2], [-0.1, -0.1, 0.1], [0.2, 0.2, 0.1], [-0.6, -0.3, 1.0], [-0.2, 0.2, 0.0], [-0.2, 0.1, 0.2], [0.0, 0.0, -0.2], [-0.7, -0.2, -0.1], [0.1, -0.1, 0.1], [-0.2, -0.1, 0.0], [-0.2, 0.0, 0.1], [0.6, -0.4, 0.1], [0.0, -0.3, -0.2], [0.4, 0.2, 0.0], [-0.1, 0.1, 0.1], [0.0, -0.2, -0.1], [-0.2, -0.3, -0.1], [0.4, -1.0, 0.6], [0.0, -0.3, -0.2], [0.0, 0.0, 0.2], [0.1, -0.3, -0.1], [0.5, 0.0, -0.2], [-0.2, 0.1, -0.2], [0.1, -0.2, -0.1], [0.2, 0.1, 0.1], [0.1, -0.1, 0.1], [-0.1, 0.0, 0.1], [1.4, 0.4, -1.4]], "mulliken_charge": [0.36, -0.91, -0.49, -0.78, -0.12, -0.89, -0.68, -0.12, -0.74, -0.58, -0.51, -1.27, 0.25, 0.31, -0.70, -0.62, -0.72, -1.25, 0.45, 0.33, 0.19, 0.17, 0.35, 0.88, -0.29, 0.57, 0.47, 0.45, -0.31, 0.29, 0.36, 0.01, 0.51, 0.52, 0.69, 0.41, 0.36, 0.30, 0.39, 0.28, 0.59, 0.47, 0.29, 0.36, 0.41, 0.28, 0.36, 0.40, 0.94], "energy_ha": -1356.09868, "total_charge": 2, "gap_ev": 3.58, "e_homo_ev": -14.70}

4.
{"formula": "C15H30As2F13O15Tl", "method": "wB97M-V/def2-TZVPD", "species": ["Tl", "As", "F", "F", "F", "F", "F", "F", "As", "F", "F", "F", "F", "F", "F", "F", "C", "O", "C", "O", "O", "C", "H", "H", "H", "H", "H", "H", "C", "O", "C", "O", "O", "C", "H", "H", "H", "H", "H", "H", "C", "O", "C", "O", "O", "C", "H", "H", "H", "H", "H", "H", "C", "O", "C", "O", "O", "C", "H", "H", "H", "H", "H", "H", "C", "O", "C", "O", "O", "C", "H", "H", "H", "H", "H", "H"], "xyz": [[0.550, -0.515, -1.194], [0.053, -4.443, -1.389], [-1.340, -3.384, -1.915], [0.343, -3.257, -0.108], [1.518, -5.317, -0.966], [-0.216, -5.651, -2.797], [1.059, -3.294, -2.390], [-1.035, -5.409, -0.245], [-3.785, 0.523, -1.951], [-4.006, 0.485, -0.159], [-3.253, 2.207, -1.847], [-3.610, 0.481, -3.761], [-4.309, -1.210, -2.064], [-5.495, 1.157, -2.177], [-2.041, -0.047, -1.876], [2.359, 1.495, -0.114], [1.614, 1.684, 2.955], [1.591, 0.382, 3.607], [1.171, -0.618, 2.899], [1.005, -0.646, 1.664], [1.057, -1.705, 3.708], [1.039, -3.039, 3.183], [1.162, 2.377, 3.664], [1.149, 1.837, 1.981], [2.630, 2.073, 2.891], [0.354, -3.613, 3.806], [2.058, -3.425, 3.227], [0.797, -3.077, 2.121], [-3.316, -3.601, 1.282], [-3.229, -2.321, 1.825], [-2.302, -1.451, 1.486], [-1.592, -1.428, 0.464], [-2.242, -0.540, 2.416], [-2.816, -0.477, 3.707], [-2.297, -3.987, 1.325], [-3.444, -3.554, 0.200], [-3.904, -4.294, 1.884], [-2.912, 0.409, 4.335], [-2.239, -1.122, 4.370], [-3.817, -0.905, 3.751], [-1.575, 2.763, -4.893], [-0.184, 3.115, -4.705], [0.565, 2.706, -3.721], [0.400, 1.975, -2.739], [1.692, 3.303, -3.917], [2.748, 3.281, -2.968], [-1.801, 1.720, -5.114], [-2.028, 3.380, -5.668], [-2.172, 3.158, -4.071], [3.264, 2.350, -2.736], [2.513, 3.719, -1.997], [3.501, 3.936, -3.406], [4.700, -3.812, -1.142], [5.102, -2.888, -0.074], [4.285, -1.850, 0.164], [3.206, -1.560, -0.436], [4.814, -1.208, 1.078], [4.321, 0.006, 1.592], [5.488, -4.127, -1.827], [3.951, -3.366, -1.797], [4.279, -4.761, -0.812], [4.680, 0.231, 2.597], [3.243, -0.106, 1.714], [4.548, 0.830, 0.915], [-2.761, 2.821, 1.790], [-1.893, 3.507, 0.895], [-0.975, 2.858, 0.197], [-0.916, 1.616, 0.264], [-0.188, 3.743, -0.522], [-0.487, 5.143, -0.611], [-3.340, 1.970, 1.430], [-3.535, 3.554, 2.020], [-2.185, 2.633, 2.696], [-0.223, 5.762, 0.245], [-1.526, 5.400, -0.814], [0.182, 5.419, -1.427]], "forces_ev_per_a": [[-0.3, 1.4, 2.6], [-1.8, -1.2, -1.5], [1.5, -1.5, 0.6], [0.1, -0.1, -0.1], [-1.2, 0.6, -0.1], [0.4, 2.4, 2.5], [-0.5, -0.4, 0.3], [1.8, 1.5, -1.8], [-2.4, -0.8, -1.4], [0.5, -0.1, -1.8], [0.1, -1.2, 0.0], [0.1, 0.4, 2.1], [0.7, 2.3, 0.5], [2.3, -1.1, 0.5], [-0.4, 0.3, 0.2], [-1.2, -1.2, -1.0], [0.2, 1.3, 0.8], [-0.2, 1.5, -0.3], [-0.1, -2.8, -2.8], [0.0, 0.1, 2.4], [0.0, 1.4, -0.2], [0.4, 0.1, -0.7], [-0.3, -0.2, 0.1], [-0.1, -1.0, 0.1], [0.3, -0.6, -0.1], [0.1, 0.0, -0.2], [0.0, -0.1, 0.4], [-0.5, 0.2, 0.1], [2.4, -1.3, -1.5], [-0.6, 0.8, 0.6], [0.1, -0.1, -0.5], [-1.2, -0.5, 1.4], [1.5, 3.3, 0.0], [-1.0, -2.8, 1.4], [0.1, -0.4, 0.1], [-1.0, -0.2, 0.1], [-0.5, 0.7, -0.3], [0.7, 1.1, -1.5], [0.3, -0.3, -0.1], [-0.1, 0.0, -0.5], [-1.2, 0.7, 0.6], [-1.6, -0.5, -0.8], [0.1, -0.9, 1.2], [-1.0, -0.5, -0.7], [2.1, 0.9, -0.2], [1.2, 0.7, 0.6], [0.5, 0.0, 0.4], [1.0, -0.1, -0.6], [0.3, -0.8, 0.7], [-0.7, -0.5, -0.5], [-0.7, -0.1, -0.1], [-0.1, 0.0, -0.1], [-0.7, -0.1, -0.8], [-0.9, -1.1, -1.6], [-3.6, -1.3, -4.1], [2.2, -1.0, 1.0], [2.8, 1.9, 3.8], [-1.6, 0.7, 0.2], [0.8, 0.7, 0.6], [-0.1, 0.3, 0.4], [-0.1, 0.4, 0.9], [0.7, -0.6, -0.2], [0.1, 0.3, -0.5], [-0.1, -0.1, 0.0], [-0.8, 0.4, 0.9], [0.4, 0.3, -0.9], [-0.3, 0.2, -0.2], [1.2, 1.8, -1.0], [-1.1, -2.6, 1.4], [0.1, 0.5, -0.3], [0.9, -0.2, -0.5], [0.2, 0.2, 0.1], [-0.2, -0.4, 0.0], [0.3, -0.6, 0.4], [0.0, -0.6, -0.3], [-0.4, 0.3, -0.1]], "mulliken_charge": [1.63, 1.92, -0.46, -0.47, -0.47, -0.49, -0.55, -0.50, 1.88, -0.50, -0.46, -0.50, -0.47, -0.51, -0.46, -0.46, -0.73, -0.45, 0.49, 0.19, -0.47, -0.09, 0.37, 0.17, 0.33, 0.29, 0.31, -0.29, -0.67, -0.43, 0.38, 0.38, -0.11, -1.01, 0.21, 0.28, 0.33, 0.36, 0.34, 0.37, -0.60, -0.39, 0.72, -0.40, -0.44, -0.59, 0.31, 0.32, 0.23, 0.24, 0.24, 0.32, -0.62, -0.39, 0.69, -0.48, -0.35, -0.06, 0.32, 0.21, 0.27, 0.32, -0.24, 0.33, -0.58, -0.42, 0.10, 0.54, -0.11, -0.82, 0.11, 0.32, 0.30, 0.29, 0.34, 0.28], "energy_ha": -7660.32153, "total_charge": 0, "gap_ev": 4.16, "e_homo_ev": -11.31}